[1]
A structure of composition C20H52N6NbO7S in a non-equilibrium geometry. Source: the OMol25 dataset; level of theory: ωB97M-V/def2-TZVPD.

Summary:
* net charge: -1
* gap between HOMO and LUMO: 6.289 eV

Each line ends with the Löwdin charge.
Cartesian coordinates (Å):
C 4.05944 -0.04862 2.04448  -0.244
S 2.29331 -0.25550 1.81818  0.323
O 2.07540 -1.38320 0.90855  -0.474
O 1.79413 -0.53353 3.17181  -0.487
Nb 1.03656 1.87428 1.02018  1.019
C -0.78903 1.07722 2.09203  -0.391
C -2.06275 1.92159 1.84878  -0.298
C -3.35047 1.18191 1.47331  -0.212
C -3.58212 -0.16364 2.15224  -0.299
N -3.60150 -1.24427 1.15522  -0.007
H 4.55736 0.04409 1.09233  0.038
H 4.41768 -0.92650 2.56481  0.038
H 4.20131 0.81932 2.66477  0.036
H 1.71719 2.86965 2.40618  -0.159
H 2.60426 2.23485 0.10658  -0.164
H 0.48218 1.07960 -0.54086  -0.123
H 0.30288 3.39403 0.35699  -0.156
H -0.52254 1.12173 3.14338  0.027
H -0.89843 0.02305 1.85858  0.022
H -2.24583 2.52653 2.72679  0.090
H -1.86917 2.61646 1.04081  0.046
H -4.16362 1.83214 1.78271  0.078
H -3.47202 1.06973 0.40975  0.087
H -4.54555 -0.17072 2.64722  0.089
H -2.82761 -0.34411 2.91397  0.094
H -2.69264 -1.31908 0.70966  0.018
H -3.76051 -2.12993 1.62219  0.050
C -6.64785 3.00087 -2.46109  -0.016
C -5.90746 2.96353 -1.14556  -0.542
O -4.70038 2.83084 -1.08290  0.045
N -6.64715 3.08545 -0.00907  0.016
C -8.07733 3.26903 0.11302  -0.085
H -5.91908 2.89812 -3.25968  0.079
H -7.36149 2.17744 -2.53096  0.082
H -7.16928 3.95151 -2.57271  0.045
H -6.09404 3.04087 0.83234  0.129
H -8.29604 4.20483 0.63140  0.080
H -8.51828 2.44609 0.68115  0.078
H -8.54110 3.30451 -0.86615  0.069
C -6.28276 6.58890 -4.30251  -0.002
C -7.26296 6.89267 -3.19426  -0.541
O -7.33220 6.20439 -2.19123  0.031
N -8.07365 7.97472 -3.35046  0.005
C -8.12834 8.90253 -4.46364  -0.081
H -5.71405 5.70777 -4.02440  0.080
H -6.80578 6.39247 -5.23940  0.085
H -5.59210 7.42014 -4.44600  0.086
H -8.69953 8.12181 -2.57494  0.137
H -7.90968 9.91603 -4.12274  0.082
H -9.12318 8.89684 -4.91294  0.080
H -7.40445 8.62986 -5.22279  0.069
C 0.67980 -1.87338 -2.17269  -0.015
C -0.73155 -1.53673 -1.76064  -0.552
O -1.05981 -1.51702 -0.59433  0.022
N -1.63411 -1.22414 -2.73726  0.010
C -1.42215 -1.17168 -4.16630  -0.094
H 1.25157 -2.06691 -1.26906  0.058
H 0.69789 -2.75737 -2.81507  0.077
H 1.13479 -1.03330 -2.69916  0.084
H -2.54711 -0.99231 -2.37690  0.138
H -1.62173 -0.16570 -4.54326  0.079
H -2.09046 -1.86995 -4.67797  0.073
H -0.39767 -1.43329 -4.40757  0.067
C 9.52788 -1.15209 1.74546  -0.019
C 8.12076 -1.32133 1.21550  -0.561
O 7.64051 -0.53701 0.41533  0.030
N 7.40543 -2.38457 1.66060  0.017
C 7.81039 -3.41686 2.59974  -0.071
H 9.95509 -0.26213 1.29554  0.077
H 9.52151 -1.03180 2.82927  0.080
H 10.14638 -2.01213 1.48535  0.077
H 6.47612 -2.43282 1.27042  0.140
H 7.75084 -4.39603 2.12697  0.058
H 7.14322 -3.41999 3.46223  0.088
H 8.82611 -3.24664 2.94172  0.068
C 7.71162 -7.65458 0.91704  -0.011
C 7.09278 -7.55999 2.29289  -0.549
O 6.53808 -6.54961 2.68307  0.038
N 7.17422 -8.65918 3.09290  0.004
C 7.78742 -9.94036 2.80162  -0.083
H 7.56133 -6.70792 0.40900  0.081
H 8.78194 -7.85311 0.98594  0.083
H 7.23869 -8.44481 0.33337  0.083
H 6.74005 -8.53115 3.99300  0.138
H 7.04542 -10.73840 2.86454  0.081
H 8.58250 -10.15194 3.51911  0.080
H 8.21247 -9.94206 1.80445  0.068

---

[2]
A structure of composition C25H57N3O2P2W in a non-equilibrium geometry. Source: the OMol25 dataset; level of theory: ωB97M-V/def2-TZVPD.

Summary:
* expectation value of S²: 2.046
* net charge: +4
* multiplicity: 3
* gap between HOMO and LUMO (spin up / spin down): 6.042 / 3.899 eV

Each line ends with the Löwdin spin population.
Cartesian coordinates (Å):
W 0.03472 -0.32256 -0.37764  0.729
C 0.08790 0.52075 1.69849  -0.001
O 0.39529 1.68974 1.95826  0.020
C -1.88743 0.08844 0.04997  0.039
O -2.99420 0.26675 0.44507  0.049
P 0.14582 2.00732 -1.52365  0.019
C 0.03047 2.17046 -3.39031  -0.006
H -0.15075 3.24447 -3.56682  -0.001
C -1.28229 3.16926 -1.04040  -0.002
H -2.09135 2.43833 -0.87195  -0.001
C 1.73433 2.98698 -1.31678  0.020
H 2.44018 2.33892 -1.86347  0.000
C 1.34919 -3.45680 1.26532  0.018
P -0.09806 -2.53994 0.51750  0.026
H -0.53358 -3.85701 -1.37248  -0.003
H 2.20160 -2.97596 0.75854  0.000
C -1.52501 -3.63715 1.04273  0.002
H -1.13661 -4.62650 0.74875  -0.001
C -1.03158 3.89585 0.27966  0.000
H -1.97136 4.37440 0.60527  0.000
H -0.28197 4.69548 0.17380  0.000
H -0.71165 3.21453 1.07781  0.000
C -1.76255 4.18338 -2.08520  -0.001
H -0.96408 4.87542 -2.37788  0.000
H -2.56313 4.79266 -1.64362  0.000
H -2.17526 3.71288 -2.98090  0.000
C 1.73335 4.37763 -1.96281  0.006
H 1.51056 4.36434 -3.03380  0.000
H 2.73691 4.81293 -1.85251  0.002
H 1.03856 5.06105 -1.46179  0.000
C 2.24689 3.08834 0.11561  0.001
H 3.29326 3.43379 0.09533  0.000
H 2.22436 2.11486 0.61584  0.001
H 1.66666 3.80863 0.70958  0.000
C 1.32672 1.82223 -4.14587  -0.001
H 1.90715 2.72438 -4.37928  0.000
H 1.06628 1.36619 -5.10991  0.000
H 1.97235 1.11275 -3.60594  0.000
C -1.15895 1.39226 -3.95225  0.000
H -0.90412 0.32854 -4.06061  0.000
H -1.37975 1.78847 -4.95795  0.000
H -2.06785 1.48071 -3.34461  0.000
C 1.36966 -4.96421 0.98494  0.005
H 1.20858 -5.22151 -0.06658  0.000
H 0.62942 -5.49224 1.60043  0.000
H 2.35944 -5.34831 1.26718  0.002
C 1.45245 -3.15802 2.76710  0.002
H 1.07429 -3.98097 3.39185  0.000
C -0.85028 -1.87147 -2.11629  0.020
H 0.91320 -2.24086 3.04962  0.000
H 2.51185 -3.01994 3.03102  0.001
C 1.42108 -2.97842 -1.81450  0.016
H -0.38783 -0.81988 -2.13315  0.004
H -0.75401 -2.12961 -3.17541  0.005
H -1.92702 -1.85404 -1.86737  0.007
C -0.03051 -2.88032 -1.30478  -0.004
H 1.42255 -2.88694 -2.91268  0.000
H 1.85802 -3.94855 -1.54848  0.002
H 2.07963 -2.18547 -1.42767  0.006
C -2.80698 -3.37426 0.24126  0.000
H -3.16704 -2.33970 0.37388  0.000
H -3.58327 -4.05638 0.62240  0.000
H -2.69772 -3.58444 -0.83276  0.000
C -1.82981 -3.62801 2.53462  0.001
H -2.29023 -2.68127 2.84063  0.000
H -0.96260 -3.82284 3.16682  0.000
H -2.56326 -4.41617 2.73336  0.000
H 1.69654 -0.37327 -0.15020  0.005
H 1.19597 0.06882 -1.54449  0.006
C -2.42885 0.56326 4.09960  0.040
N -1.14937 0.41009 4.79498  0.328
C -1.19729 0.65730 6.23446  0.049
C -0.05703 0.09593 4.10850  -0.027
N -0.26542 -0.34544 2.79245  -0.029
N 1.19411 0.14541 4.55842  0.374
C 1.55373 0.33366 5.95982  0.056
C 2.32548 0.08186 3.61927  0.047
H -3.12000 1.00890 4.81214  0.001
H -2.86428 -0.39806 3.78686  0.020
H -2.36538 1.22452 3.22624  0.015
H -0.90030 -0.24118 6.79663  0.020
H -0.58808 1.52764 6.51610  0.022
H -2.23544 0.88803 6.48825  0.000
H -1.17590 -0.78672 2.67972  -0.001
H 1.06844 -0.42331 6.59496  0.018
H 2.63606 0.19414 6.03056  0.001
H 1.32356 1.35802 6.29809  0.029
H 2.29815 -0.81336 2.98444  0.016
H 2.37232 0.97743 2.98181  0.025
H 3.23953 0.03478 4.21106  0.001

---

[3]
A structure of composition C30H47BrN4OP2W in a non-equilibrium geometry. Source: the OMol25 dataset; level of theory: ωB97M-V/def2-TZVPD.

Summary:
* expectation value of S²: 2.101
* net charge: +4
* multiplicity: 3
* gap between HOMO and LUMO (spin up / spin down): 5.774 / 5.224 eV

Each line ends with the Löwdin spin population.
Cartesian coordinates (Å):
N 6.37097 4.33063 -3.01918  0.133
C 5.84534 4.70257 -1.85397  -0.011
C 5.53086 3.76899 -0.86354  0.072
C 5.67814 2.38668 -1.14119  0.096
C 6.30235 2.02566 -2.36215  0.118
C 6.60003 3.04591 -3.28752  -0.015
C 5.15977 1.40326 -0.20245  0.086
W 0.42556 -1.33098 1.08691  0.159
P -4.29866 -1.04356 1.32619  0.583
C 5.02674 0.06925 -0.48317  0.206
C 4.22715 -0.88811 0.27760  -0.009
C 4.28423 -2.30770 0.01767  -0.029
C 3.11607 -3.06061 0.05260  -0.015
C 2.00836 -2.35193 0.58109  -0.048
C 2.32301 -1.37555 1.78293  0.015
C 3.33768 -0.44799 1.29110  0.228
Br -1.34876 -1.96390 2.62616  0.028
H 4.90633 1.79400 0.79038  -0.001
H 5.42600 -0.30865 -1.44110  0.006
H 5.14662 4.13723 0.08526  0.002
H 6.53761 0.97997 -2.56144  0.003
H 5.67720 5.77133 -1.68640  -0.002
H 7.04872 2.79686 -4.25673  -0.003
H 5.21665 -2.77821 -0.29296  -0.002
H 3.42697 0.54357 1.73012  0.008
H 3.02375 -4.13801 -0.14021  0.000
H 2.40096 -1.88998 2.74752  0.003
P 0.01433 -0.96198 -1.32605  0.000
C -4.94209 -0.82083 3.00464  0.077
C -5.30937 -2.08513 3.79204  0.016
H -5.78018 -0.09852 2.99848  0.005
H -4.07947 -0.31182 3.48783  0.016
H -5.38489 -1.82374 4.85432  0.002
H -6.28279 -2.47582 3.47093  0.001
H -4.58095 -2.90251 3.70150  0.001
C -4.17173 -2.84392 1.02449  0.069
C -5.49849 -3.48641 0.67643  0.033
H -3.72318 -3.31749 1.90449  -0.001
H -3.44039 -2.95388 0.20833  0.004
H -5.34519 -4.53104 0.38605  0.008
H -6.19798 -3.49986 1.51977  0.000
H -5.96864 -2.96245 -0.15770  0.001
C -5.29441 -0.27765 0.02165  0.084
C -6.69726 0.10268 0.47402  0.024
H -5.27906 -0.91480 -0.87830  0.002
H -4.71317 0.63040 -0.23373  0.013
H -7.22064 0.60789 -0.34355  0.005
H -7.28860 -0.76892 0.77504  0.000
H -6.63918 0.79421 1.32002  0.001
C -1.15645 0.17309 -2.20506  0.000
C -2.52056 -0.36696 -2.61815  0.001
H -0.64381 0.56213 -3.09876  0.000
H -1.29647 1.03137 -1.53564  0.000
H -3.04455 0.42635 -3.16963  0.000
H -2.44330 -1.23082 -3.29007  0.000
H -3.15302 -0.64790 -1.76321  0.001
C -0.20541 -2.56518 -2.17588  0.001
C 1.02728 -3.43516 -2.42582  0.000
H -0.66080 -2.29631 -3.14021  0.000
H -0.95476 -3.11441 -1.58360  0.000
H 0.74907 -4.25671 -3.09975  0.000
H 1.83312 -2.87272 -2.91184  0.000
H 1.42861 -3.89102 -1.51470  0.000
C 1.58074 -0.26348 -1.99606  -0.003
C 1.89786 1.16316 -1.55668  0.003
H 1.41518 -0.28265 -3.08314  0.000
H 2.39681 -0.96347 -1.76995  -0.001
H 2.85948 1.46900 -1.98869  0.001
H 1.14160 1.88351 -1.90171  0.000
H 2.00857 1.29330 -0.46851  0.001
C -0.84533 3.83692 -0.18108  0.000
N -0.13697 2.92067 0.71316  0.000
C 0.85674 3.42688 1.51713  0.000
C 1.28966 2.66704 2.56672  0.000
C 0.82767 1.34521 2.63136  0.001
N 0.31523 0.73513 1.51738  0.002
C -0.58835 1.60918 0.85599  0.002
O -1.70000 1.24245 0.44751  0.016
N 0.85284 0.65767 3.77896  0.001
H -0.42448 4.83034 -0.00225  0.000
H -1.91720 3.83606 0.04414  0.000
H -0.68519 3.59902 -1.24163  0.000
H 1.11755 4.47138 1.32320  0.000
H 1.90807 3.06231 3.36359  0.000
H 0.97656 1.18525 4.63619  0.000
H 0.31772 -0.20977 3.84248  0.000

---

[4]
A cluster of 2 separate species, C2H7BrN in total in a non-equilibrium geometry. Source: the OMol25 dataset; level of theory: ωB97M-V/def2-TZVPD.

Summary:
* net charge: +1
* gap between HOMO and LUMO: 9.167 eV

Each line ends with the natural charge from an NBO analysis.
Cartesian coordinates (Å):
C 0.00192 0.61137 0.97615  -0.758
C 0.09743 -0.62748 0.26391  0.364
N 1.03586 -1.58745 0.33702  -0.633
Br -1.82195 1.80094 -1.88571  -0.204
H 0.00905 1.52491 0.28472  0.328
H -0.96318 0.82476 1.44180  0.313
H 0.72950 0.65519 1.74568  0.251
H -0.53795 -0.75416 -0.54947  0.221
H -1.37628 1.46047 -3.15014  0.216
H 0.84849 -2.34541 -0.30626  0.437
H 1.97710 -1.56314 0.84230  0.464

---

Calculated values (a.u.) of total energy for the records, taken in order: -2103.4617 -2049.5582 -4787.7921 -2708.8854.